[1]
C24H23ClN4O3 in the gas phase in a non-equilibrium geometry. Source: the Open Molecules 2025 dataset; level of theory: wB97M-V/def2-TZVPD.

```
! wB97M-V def2-TZVPD RIJCOSX def2/J DEFGRID3
* xyz 0 1
O -4.5637 -2.9797 -0.2845
C -4.1867 -2.0897 0.4460
N -4.8002 -0.9039 0.5927
H -4.3405 -0.1948 1.1557
C -5.8413 -0.4352 -0.2857
H -6.3090 -1.3003 -0.7591
H -6.5808 0.1066 0.3089
C -5.2706 0.5028 -1.3632
H -6.1122 0.9735 -1.8936
O -4.5027 1.5127 -0.7154
C -3.3553 1.7726 -1.4931
H -2.5956 2.1986 -0.8353
C -2.9649 0.4288 -2.1065
H -2.3731 0.5440 -3.0112
H -2.3953 -0.1641 -1.3909
C -4.3326 -0.2083 -2.3637
H -4.3202 -1.2830 -2.1999
H -4.6600 -0.0179 -3.3851
H -3.5921 2.4995 -2.2845
C -2.9555 -2.2434 1.3610
N -2.0675 -1.1024 1.2741
N -2.5203 0.0046 1.8728
C -1.8554 1.1127 1.7988
C -0.6420 1.1877 1.0862
C -0.1697 0.0203 0.4748
N 0.9949 0.2753 -0.1822
C 1.3084 1.5992 -0.0013
C 2.4002 2.3225 -0.4677
C 2.4659 3.6602 -0.1421
C 1.4761 4.2767 0.6284
C 0.3927 3.5687 1.0985
C 0.3032 2.2148 0.7854
H -0.3707 4.0444 1.6950
H 1.5693 5.3274 0.8575
H 3.3022 4.2483 -0.4887
H 3.1723 1.8528 -1.0562
C 1.8038 -0.6840 -0.8920
C 3.1424 -0.8760 -0.2251
C 3.2193 -1.0351 1.1531
C 4.4452 -1.2045 1.7696
C 5.6109 -1.2215 1.0232
C 5.5291 -1.0686 -0.3508
C 4.3071 -0.8930 -0.9786
H 4.2674 -0.7752 -2.0510
Cl 6.9734 -1.0861 -1.3014
H 6.5701 -1.3529 1.4978
H 4.4971 -1.3271 2.8407
H 2.3150 -1.0303 1.7433
H 1.9411 -0.3486 -1.9254
H 1.2514 -1.6302 -0.8979
C -0.8927 -1.2259 0.5458
O -0.5612 -2.2905 0.0413
H -2.2923 1.9593 2.3033
H -2.3987 -3.1288 1.0482
H -3.2982 -2.3522 2.3925
*
```

Calculated values
SMILES = O=C(Cn1ncc2c3ccccc3n(Cc3cccc(Cl)c3)c2c1=O)NC[C@@H]1CCCO1
E_HOMO = -8.4 eV
Energy above the lowest of the compared OMol25 structures with the same formula, charge and spin = 12.11 kJ/mol
Frontier orbital gap = 8.5 eV
E = -1833.34605 hartree

These are the Mulliken partial charges, in e, on atoms 1 to 4:
1. O -0.675
2. C 0.714
3. N -0.040
4. H 0.352


[2]
A molecular structure, C32H50GeN2O2P2Tl in a non-equilibrium geometry. Source: the Open Molecules 2025 dataset; level of theory: wB97M-V/def2-TZVPD.

```
! wB97M-V def2-TZVPD RIJCOSX def2/J DEFGRID3
* xyz -1 1
Tl 0.3185 -0.8311 -0.7379
C 1.2799 0.2093 3.0368
P -0.2503 -0.1481 2.0711
C -1.0507 1.4520 2.4516
N -1.4568 1.6913 3.6893
C -1.7888 2.9686 3.9869
C -2.0803 3.3212 5.3136
C -2.3226 4.6357 5.6476
C -2.3023 5.6272 4.6693
C -2.0321 5.3112 3.3553
C -1.7566 3.9847 2.9904
N -1.3776 3.6996 1.7217
C -1.0074 2.4526 1.4711
P -0.1545 2.0803 -0.1063
C 1.3181 3.1337 0.2664
C -1.0306 3.1378 -1.4085
C -1.0094 4.6401 -1.1357
C -2.4740 2.6489 -1.4968
C -0.2989 2.8306 -2.7171
C -1.0843 -1.4395 3.1697
C -0.3430 -2.7404 2.8550
C -2.5395 -1.5525 2.7287
C -1.0214 -1.1364 4.6647
H 1.0360 0.5926 4.0274
H 1.8377 0.9587 2.4788
H 1.8821 -0.6921 3.0896
H -2.0680 2.5418 6.0613
H -2.5098 4.9055 6.6780
H -2.4784 6.6570 4.9516
H -1.9791 6.0724 2.5918
H 1.0075 4.0939 0.6781
H 1.9163 3.2612 -0.6305
H 1.9180 2.5944 0.9956
H -1.4179 4.8397 -0.1488
H -1.6190 5.1539 -1.8816
H 0.0024 5.0372 -1.1900
H -3.0121 2.9109 -0.5895
H -2.5158 1.5627 -1.6043
H -2.9845 3.1023 -2.3462
H 0.7319 3.1785 -2.6730
H -0.7897 3.3209 -3.5577
H -0.2835 1.7559 -2.8991
H -0.2766 -2.8920 1.7765
H -0.8486 -3.5994 3.2978
H 0.6729 -2.7020 3.2423
H -2.6084 -1.7540 1.6593
H -3.0677 -0.6229 2.9288
H -3.0427 -2.3595 3.2631
H 0.0026 -1.1694 5.0302
H -1.6013 -1.8796 5.2166
H -1.4350 -0.1504 4.8586
C 8.8737 -0.2946 -0.7304
C 7.4032 -0.4137 -0.4451
C 6.7887 0.4173 0.4787
C 5.4243 0.3399 0.7255
C 4.7752 1.2472 1.7302
C 4.6580 -0.5874 0.0221
C 5.2698 -1.4654 -0.8735
C 4.4403 -2.4961 -1.5759
C 6.6351 -1.3653 -1.1017
C 3.1408 -0.5675 0.0942
O 2.5209 -1.4929 0.6572
O 2.5957 0.3966 -0.4971
H 9.2537 0.6650 -0.3840
H 9.0648 -0.3882 -1.7993
H 9.4230 -1.0861 -0.2195
H 7.3864 1.1528 1.0056
H 5.5123 1.8694 2.2362
H 4.2369 0.6625 2.4767
H 4.0548 1.8906 1.2248
H 3.5951 -2.0191 -2.0707
H 4.0377 -3.1960 -0.8434
H 5.0248 -3.0440 -2.3123
H 7.1091 -2.0281 -1.8154
C -5.8590 -1.8575 0.3550
Ge -4.7969 -0.2457 -0.2451
C -5.1593 1.1734 1.1039
C -5.7422 0.3862 -1.8989
C -2.9447 -0.5122 -0.5853
H -6.9228 -1.6860 0.2106
H -5.6861 -2.0543 1.4084
H -5.5787 -2.7474 -0.2017
H -6.2277 1.3516 1.1786
H -4.6803 2.1066 0.8273
H -4.7915 0.8969 2.0866
H -6.8198 0.2865 -1.7903
H -5.4322 -0.1721 -2.7777
H -5.5155 1.4332 -2.0766
H -2.6126 -1.4747 -0.9475
H -2.2559 -0.0257 0.0996
*
```

Calculated values
E_HOMO = -2.5 eV
Energy above the lowest of the compared OMol25 structures with the same formula, charge and spin = 81.99 kJ/mol
Frontier orbital gap = 3.8 eV
E = -4441.49417 hartree

These are the Mulliken partial charges, in e, on atoms 1 to 4:
1. Tl 1.022
2. C -1.384
3. P 0.613
4. C -0.231


[3]
A molecular structure, C2H4BaO3 in a non-equilibrium geometry. Source: the Open Molecules 2025 dataset; level of theory: wB97M-V/def2-TZVPD.

```
! wB97M-V def2-TZVPD RIJCOSX def2/J DEFGRID3
* xyz 1 2
O -0.5058 -1.7318 0.5050
C -1.4844 -1.0024 0.1399
C -1.3491 0.4220 0.2890
O -0.4631 0.7764 1.1607
H -2.4626 -1.4509 -0.0758
H -2.2501 1.0450 0.1901
Ba 1.5586 -0.6223 1.1645
O 2.2601 0.6514 -0.8329
H 3.1532 0.6707 -1.1928
H 1.5432 1.2418 -1.3477
*
```

Calculated values
E_HOMO (spin up / spin down) = -11.2 / -13.3 eV
<S²> = 0.755
Frontier orbital gap (spin up / spin down) = 7.1 / 9.2 eV
E = -329.60793 hartree

These are the Mulliken partial charges, in e, on atoms 1 to 4:
1. O -0.765
2. C 0.245
3. C -0.245
4. O -0.736


[4]
A molecular structure, C12H15BeF9NNaO9 in a non-equilibrium geometry. Source: the Open Molecules 2025 dataset; level of theory: wB97M-V/def2-TZVPD.

```
! wB97M-V def2-TZVPD RIJCOSX def2/J DEFGRID3
* xyz 2 1
Na 25.9074 21.0185 3.0122
Be 27.8252 17.4428 -0.9441
N 25.8649 18.1846 1.4176
O 25.4317 17.6151 0.4015
O 27.0432 18.1891 1.6301
O 25.0858 18.7792 2.1226
C 21.6107 18.3689 4.6607
C 22.1819 19.6243 4.1184
O 21.8048 19.7245 2.7311
C 22.3714 20.6281 1.9104
O 23.2639 21.4271 2.2839
C 21.8777 20.6094 0.4174
F 20.9631 19.6641 0.3545
F 21.3449 21.7838 0.1262
F 22.9058 20.5179 -0.3458
H 22.1591 17.4881 4.3269
H 20.5767 18.2411 4.3402
H 21.7064 18.3789 5.7464
H 23.2476 19.3964 4.1390
H 21.9702 20.5018 4.7293
C 25.8070 15.9451 3.8359
C 27.2112 16.0478 4.5309
O 27.1478 15.7665 5.9362
C 28.2926 16.0949 6.6183
O 29.1370 16.8449 6.2133
C 28.4587 15.4005 7.9920
F 28.4874 16.2964 8.9749
F 27.5004 14.5521 8.2677
F 29.6234 14.7717 7.9540
H 25.1618 16.8075 4.0031
H 25.3380 14.9847 4.0499
H 26.0166 15.9046 2.7670
H 27.6298 17.0264 4.2957
H 27.7878 15.2059 4.1477
C 23.0759 16.8942 -1.6363
C 23.8432 17.6262 -2.7594
O 24.3956 16.7807 -3.7218
C 25.5434 16.0580 -3.4761
O 26.1558 16.1123 -2.4170
C 25.7790 14.9449 -4.4590
F 25.0049 14.9735 -5.5975
F 27.0738 15.0174 -4.7943
F 25.6799 13.7731 -3.8873
H 23.7645 16.1154 -1.3088
H 22.1290 16.4115 -1.8779
H 22.9763 17.5413 -0.7648
H 24.5842 18.1339 -2.1419
H 23.2398 18.4039 -3.2277
*
```

Calculated values
E_HOMO = -15.2 eV
Energy above the lowest of the compared OMol25 structures with the same formula, charge and spin = 81.15 kJ/mol
Frontier orbital gap = 2.1 eV
E = -2273.13536 hartree

These are the Mulliken partial charges, in e, on atoms 1 to 4:
1. Na 0.926
2. Be 1.416
3. N 1.075
4. O -0.537


[5]
2 unconnected molecules or ions with the total composition C8H13BrNPS in a non-equilibrium geometry. Source: the Open Molecules 2025 dataset; level of theory: wB97M-V/def2-TZVPD.

```
! wB97M-V def2-TZVPD RIJCOSX def2/J DEFGRID3
* xyz 0 1
C -3.4949 0.7087 -1.1920
C -2.5266 -0.1164 -0.5948
C -4.0199 1.6607 -0.3529
C -2.2461 0.2700 0.7411
C 3.2132 -2.0036 0.3666
C 0.4326 1.7776 -0.5441
C 2.3680 -0.8867 1.0166
C 1.7997 -0.0524 -0.0942
N 1.1908 1.0900 0.4751
P -1.0350 -0.3390 1.8701
S -3.2313 1.6288 1.1778
Br -0.6978 -2.2724 0.6677
H -3.9300 0.5435 -2.2298
H -2.0403 -1.0226 -1.1862
H -5.0184 2.2811 -0.5105
H 3.3163 -2.6727 1.3005
H 2.6511 -2.6178 -0.4701
H 4.1130 -1.5786 0.0015
H -0.2796 2.4835 -0.1548
H 1.2381 2.2880 -1.1096
H 0.0207 1.0463 -1.2474
H 3.0546 -0.5138 1.8087
H 1.4706 -1.2312 1.5062
H 2.6906 0.2092 -0.6635
H 0.9605 -0.6800 -0.5819
*
```

Calculated values
E_HOMO (spin up / spin down) = -8.9 / -7.7 eV
Frontier orbital gap (spin up / spin down) = 7.6 / 7.6 eV
E = -3680.80113 hartree

These are the Mulliken partial charges, in e, on atoms 1 to 4:
1. C -0.529
2. C -0.069
3. C -0.322
4. C 0.442


[6]
C5H6OS in the gas phase in a non-equilibrium geometry. Source: the Open Molecules 2025 dataset; level of theory: wB97M-V/def2-TZVPD.

```
! wB97M-V def2-TZVPD RIJCOSX def2/J DEFGRID3
* xyz 0 1
C 0.3759 -1.4107 -0.3273
C 0.8274 1.3660 -0.0522
C -0.4574 1.5635 -0.1741
C -1.4834 0.5044 -0.2522
C -1.0959 -0.9118 -0.3410
H 0.6297 -1.6691 -1.3749
H 0.5042 -2.3630 0.2324
H 1.5979 2.1407 -0.0581
H -0.7951 2.5852 -0.3340
H -2.4705 0.8014 -0.6026
H -1.8105 -1.4921 -0.9019
O -1.5700 -0.3975 0.8847
S 1.6191 -0.2182 0.1776
*
```

Calculated values
SMILES = C1=C[C@@H]2O[C@@H]2CS1
E_HOMO = -8.3 eV
Energy above the lowest of the compared OMol25 structures with the same formula, charge and spin = 148.35 kJ/mol
Frontier orbital gap = 9.2 eV
E = -667.48163 hartree

These are the Mulliken partial charges, in e, on atoms 1 to 4:
1. C -0.602
2. C -0.362
3. C -0.590
4. C 0.155


[7]
3 unconnected molecules or ions with the total composition C4H6O2S2 in a non-equilibrium geometry. Source: the Open Molecules 2025 dataset; level of theory: wB97M-V/def2-TZVPD.

```
! wB97M-V def2-TZVPD RIJCOSX def2/J DEFGRID3
* xyz 0 1
C -0.4936 1.7941 0.1844
C 1.6321 2.1250 -1.1892
C -1.3252 -0.1727 2.0172
C 1.4260 -1.7665 -1.3709
O -0.8777 -1.5383 -2.5722
O 1.7767 3.2303 -0.9460
S -0.0763 0.4356 0.8799
S -0.0062 -2.4659 -1.8280
H -1.9296 -0.8052 1.4998
H -1.8456 0.6166 2.4298
H -0.8061 -0.6277 2.9258
H -1.2698 2.4069 0.5557
H 1.7169 -0.7230 -1.4602
H 2.0784 -2.5092 -1.1262
*
```

Calculated values
E_HOMO = -8.4 eV
Energy above the lowest of the compared OMol25 structures with the same formula, charge and spin = 595.71 kJ/mol
Frontier orbital gap = 8.1 eV
E = -1102.67104 hartree

These are the Mulliken partial charges, in e, on atoms 1 to 4:
1. C -0.422
2. C 0.120
3. C -0.912
4. C -0.473


[8]
A molecular structure, C15H39ClI2P3Rh in a non-equilibrium geometry. Source: the Open Molecules 2025 dataset; level of theory: wB97M-V/def2-TZVPD.

```
! wB97M-V def2-TZVPD RIJCOSX def2/J DEFGRID3
* xyz 2 5
I -0.9960 -3.9397 -1.3958
I 0.8727 -5.1608 0.5031
Rh 0.6331 -0.6721 0.8644
P 2.5550 -1.1561 -0.1497
C 2.3951 -2.4765 -1.3730
C 3.2839 0.2452 -1.0856
H 4.2514 -0.0815 -1.4884
H 4.8394 -1.6440 0.4633
H 3.4294 1.0985 -0.4154
H 3.9001 -0.9629 1.8405
H 1.4632 -2.3630 -1.9298
H 2.6323 0.5376 -1.9173
C 3.8813 -1.6616 0.9943
H 3.2529 -2.4825 -2.0475
H 3.6675 -2.6774 1.3421
H 2.3431 -3.4344 -0.8373
P -0.6663 -1.5117 2.4773
C -1.6322 -2.9482 1.9656
C 0.2760 -2.0297 3.9425
H -1.3755 0.6712 3.2601
H -2.3202 -0.6603 3.9994
H -2.6677 -0.1421 2.3168
C -1.8763 -0.2845 3.0665
H 1.0214 -1.2606 4.1812
H -0.4162 -2.1694 4.7798
H -2.4473 -3.1343 2.6694
H -0.9622 -3.8175 1.9356
H 0.7721 -2.9805 3.7159
H -2.0199 -2.8020 0.9528
Cl 1.9477 0.5440 2.5801
C -1.2555 -0.5536 -2.7957
C -0.1724 0.3790 -2.2704
C 0.0376 1.5080 -3.2935
P -0.4142 0.8635 -0.4830
C 0.5030 2.4096 0.0704
C 0.8322 3.4617 -0.9923
C -0.2118 3.0740 1.2587
C -2.2073 1.2558 -0.2580
C -2.6735 2.3744 -1.1999
C -3.1289 0.0338 -0.3110
H -2.1830 -0.0155 -3.0577
H -1.4920 -1.3814 -2.1037
H -0.8866 -1.0158 -3.7290
H 0.7647 -0.2037 -2.2307
H -0.7605 2.2647 -3.2499
H 1.0108 1.9948 -3.2070
H -0.0214 1.0669 -4.2985
H 1.4593 1.9981 0.4614
H -0.0632 3.8021 -1.5256
H 1.2490 4.3409 -0.4871
H 1.5867 3.1180 -1.7090
H -0.4300 2.3698 2.0684
H 0.4511 3.8441 1.6678
H -1.1379 3.5767 0.9478
H -2.2533 1.6376 0.7708
H -2.6871 2.0305 -2.2466
H -3.7110 2.6243 -0.9287
H -2.0737 3.2926 -1.1034
H -2.6817 -0.8701 0.1312
H -4.0554 0.2682 0.2354
H -3.4316 -0.1922 -1.3419
*
```

Calculated values
E_HOMO (spin up / spin down) = -14.1 / -15.1 eV
Energy above the lowest of the compared OMol25 structures with the same formula, charge and spin = 0.00 kJ/mol
<S²> = 6.019
Frontier orbital gap (spin up / spin down) = 5.6 / 5.5 eV
E = -2784.53551 hartree

These are the Mulliken partial charges, in e, on atoms 1 to 4:
1. I 0.120
2. I 0.060
3. Rh -0.831
4. P 0.933